No. 1
The following is a DFT calculation (wB97M-V/def2-TZVPD) of a 2-piece molecular cluster, C3H2NO3 overall at a distorted geometry.

Values from the calculation:
Maximum force ... 3.9 eV/Å
2S+1 ... 1
Kohn-Sham gap ... 10.6 eV
HOMO energy ... -17.34 eV
Calculated total energy ... -395.65940 hartree
LUMO level ... -6.6990 eV
Total charge ... +1

Structure (XYZ):
```
9
C3H2NO3 (wB97M-V/def2-TZVPD)
O -0.60856 0.21799 -1.58724
O -2.23832 0.88690 -0.13561
O -0.00845 -1.26471 2.66534
N 0.65289 -0.63569 0.48553
C 0.29142 -0.92410 1.61736
C -1.42201 0.58734 -0.82998
C 1.00941 0.17843 -0.42693
H 1.51463 -0.28474 -1.30465
H 0.80898 1.23858 -0.48381
```

Löwdin population analysis, charges in e, atoms 1 to 8: 0.186, 0.359, 0.344, 0.176, -0.137, -0.379, 0.138, 0.166


No. 2
The following is a DFT calculation (wB97M-V/def2-TZVPD) of a 3-piece molecular cluster, C12H20Cl4NO5S overall at a distorted geometry.

Values from the calculation:
Maximum force ... 10.1 eV/Å
2S+1 ... 1
Kohn-Sham gap ... 6.0 eV
HOMO energy ... -4.24 eV
Calculated total energy ... -3138.79754 hartree
LUMO level ... 1.7804 eV
Total charge ... -1

Structure (XYZ):
```
43
C12H20Cl4NO5S (wB97M-V/def2-TZVPD)
Cl 2.93615 -1.30903 2.50732
Cl -6.42971 -3.57363 -0.32247
Cl 3.59057 -2.07591 5.77266
Cl -7.01911 -1.46056 -2.94285
S -2.03659 0.58633 -0.80452
O 4.43421 -0.33830 -3.52766
O -3.53260 0.99613 -0.59968
O -1.89236 -0.45731 -2.14467
O -1.62712 -0.19827 0.48342
O 5.63573 1.46978 -2.40198
N 3.71021 0.43279 -0.12464
C 2.31118 -2.13582 0.31499
C -0.91780 2.09285 -1.13492
C -6.90895 -1.02428 -1.21872
C 2.73780 2.40744 -1.62200
C 1.64894 2.91723 -0.50839
C 0.41717 1.87957 -0.20793
C 3.10669 -0.97063 0.09483
C -5.89759 -1.88070 -0.47326
C 1.95768 -2.33816 3.58220
C 3.19417 0.83956 -1.48632
C 4.45985 0.58151 -2.54830
C 1.98849 -1.85655 5.02411
H 1.14955 3.90987 -0.94215
H 1.27843 -2.43280 5.62378
H 2.43440 2.59160 -2.73760
H -4.92134 -1.87384 -0.96771
H 2.32181 -3.36627 3.49278
H 1.72046 -0.79823 5.10167
H 3.32555 1.01339 0.65200
H 3.72313 3.05682 -1.44405
H 2.22101 3.24887 0.47883
H -1.51755 3.01378 -0.67161
H -6.60844 0.02637 -1.17765
H 1.92692 -3.25678 0.17359
H 0.69465 0.74388 -0.25391
H 2.25965 0.17691 -1.79597
H 0.07718 2.08432 0.91786
H -5.76635 -1.49889 0.54343
H 0.93220 -2.30656 3.20266
H -0.70725 2.26717 -2.27454
H -2.50175 -0.07338 -2.84965
H -7.90928 -1.11024 -0.78302
```

Löwdin population analysis, charges in e, atoms 1 to 8: 0.655, 0.527, 0.518, 0.521, 0.785, -0.170, -0.417, -0.224


No. 3
The following is a DFT calculation (wB97M-V/def2-TZVPD) of C3H8N2O2 in the gas phase at a distorted geometry.

Values from the calculation:
Maximum force ... 1.6 eV/Å
2S+1 ... 1
Kohn-Sham gap ... 10.4 eV
HOMO energy ... -9.51 eV
Calculated total energy ... -379.10649 hartree
LUMO level ... 0.8505 eV
SMILES ... NC(=O)[C@@H](N)CO

Structure (XYZ):
```
15
C3H8N2O2 (wB97M-V/def2-TZVPD)
O 1.28426 1.29936 0.91335
O -1.81784 -1.10929 1.22830
N 0.33734 -1.38323 -0.42355
N 1.58418 1.26419 -1.31688
C -0.23667 -0.03824 -0.34472
C -1.27435 0.14673 0.81192
C 0.93362 0.89783 -0.18130
H 0.77959 -1.66884 0.44494
H 2.46095 1.75349 -1.24176
H -0.82761 0.09384 -1.24297
H 1.54587 0.71294 -2.14975
H -1.43389 -1.31213 2.08516
H -0.83539 0.70412 1.63545
H -2.12343 0.69673 0.40979
H -0.37663 -2.05752 -0.62797
```

Löwdin population analysis, charges in e, atoms 1 to 8: 0.055, -0.073, 0.055, 0.167, -0.298, -0.192, -0.517, 0.085


No. 4
The following is a DFT calculation (wB97M-V/def2-TZVPD) of an isolated ion of composition C3H10N2 and charge -1 at a distorted geometry.

Values from the calculation:
Maximum force ... 3.0 eV/Å
2S+1 ... 2
Kohn-Sham gap (spin up / spin down) ... 2.9 / 9.0 eV
HOMO energy (spin up / spin down) ... 1.49 / -4.36 eV
Expectation value of S² ... 0.75
Calculated total energy ... -229.69343 hartree
LUMO level (spin up / spin down) ... 4.3778 / 4.5973 eV
Total charge ... -1

Structure (XYZ):
```
15
C3H10N2 (wB97M-V/def2-TZVPD)
N -2.08606 -0.45588 1.09047
N -0.03740 -0.66660 0.02168
C -0.65064 -0.62097 1.32279
C 1.08367 0.18623 -0.25517
C 1.13428 0.54553 -1.75343
H -0.23463 -1.47340 1.85563
H 0.18332 1.05407 -1.97519
H 0.92093 1.29617 0.16109
H -2.31695 0.24324 0.38382
H 1.85569 1.33366 -1.98385
H -2.51497 0.11811 1.82788
H 1.29418 -0.32901 -2.40364
H -0.18551 -1.48734 -0.52976
H 1.90484 -0.06925 0.45511
H -0.35074 0.32542 1.78258
```

Löwdin population analysis, charges in e, atoms 1 to 8: -0.067, -0.133, -0.479, -0.508, -0.283, 0.085, 0.038, 0.052


No. 5
The following is a DFT calculation (wB97M-V/def2-TZVPD) of C32H26BrInN4O6Se as an isolated structure at a distorted geometry.

Values from the calculation:
Maximum force ... 1.8 eV/Å
2S+1 ... 1
Kohn-Sham gap ... 7.0 eV
HOMO energy ... -7.79 eV
Calculated total energy ... -7071.19654 hartree
LUMO level ... -0.8403 eV

Structure (XYZ):
```
71
C32H26BrInN4O6Se (wB97M-V/def2-TZVPD)
In -2.03116 -2.01581 -1.08928
Br -5.50458 2.63147 3.33199
Se -0.74384 1.71007 1.70676
O -1.58223 -1.98919 0.93212
O 0.41230 -1.60964 -1.41360
O -0.75782 -5.57106 -0.04939
O -0.31000 -2.18921 2.75240
O -4.06294 -1.66216 -0.66321
O -1.61268 -3.97240 -1.34847
N -2.02957 0.16097 -1.43945
N 1.65303 1.66463 3.23594
N -1.42216 -1.53718 -3.41303
N 1.36947 3.56835 2.22287
C 2.59413 3.66621 2.88084
C 0.29748 2.20950 -3.53860
C 1.14255 -1.35819 -0.21670
C -3.85167 0.61125 0.09948
C -0.87519 -0.29136 -3.50688
C 3.50438 4.70518 3.04408
C 0.81170 2.33086 2.39263
C -5.15706 1.34247 1.98287
C 1.29395 0.45227 3.97418
C -4.22048 1.59978 1.02697
C -2.85141 0.99217 -0.84487
C -1.11587 0.62729 -2.42818
C 1.01364 -2.91571 -1.71467
C -4.40580 -0.69487 0.14766
C 2.57765 -1.46183 -0.65600
C 3.82155 2.27288 4.43620
C -0.10785 0.10723 -4.57544
C -5.45255 -0.89306 1.08361
C 2.74064 2.48068 3.58293
C 4.61975 4.47715 3.85769
C -1.26980 -2.38561 -4.37853
C 0.67697 -3.71045 -0.44082
C -0.55522 -2.04732 -5.56548
C -0.67907 -4.48329 -0.54744
C 0.48520 1.42013 -4.59699
C 4.77085 3.30239 4.56116
C -5.81728 0.10026 1.96451
C 0.75093 -2.59223 0.66584
C 0.00452 -0.82308 -5.63129
C -0.48131 -2.28257 1.53585
C -0.47279 1.84542 -2.41904
C 2.49694 -2.56681 -1.72034
H 0.64943 0.71706 4.79526
H 3.23911 -1.66847 0.17001
H -0.37057 -2.76582 -6.36575
H 1.56179 -2.85003 1.35360
H 0.60128 -0.52774 -6.47249
H 5.33682 5.29269 3.98232
H 2.21739 -0.05618 4.32245
H -2.73081 2.07635 -1.01485
H 3.39565 5.64513 2.51712
H 0.80113 3.15349 -3.49644
H -1.61475 -3.41041 -4.14215
H 0.71210 -0.18574 3.33254
H 2.78290 -0.50061 -1.14209
H 0.87201 4.32755 1.75547
H 5.64818 3.16579 5.16583
H 0.86328 -0.41792 0.22542
H 4.01934 1.39822 5.01405
H 0.61554 -3.31110 -2.64263
H -0.55329 2.48163 -1.56901
H -3.73690 2.58014 1.00599
H 2.77673 -2.22933 -2.69127
H -5.90955 -1.88370 1.14825
H 3.14241 -3.38013 -1.42769
H 1.16267 1.73899 -5.40034
H -6.59363 -0.13819 2.63590
H 1.44444 -4.47725 -0.28037
```

Löwdin population analysis, charges in e, atoms 1 to 8: 0.954, 0.717, 0.748, -0.052, -0.130, 0.117, 0.046, -0.106


No. 6
The following is a DFT calculation (wB97M-V/def2-TZVPD) of C6H4BrF5NaO6S2 as an isolated structure at a distorted geometry.

Values from the calculation:
Maximum force ... 2.6 eV/Å
2S+1 ... 1
Kohn-Sham gap ... 8.9 eV
HOMO energy ... -13.33 eV
Calculated total energy ... -4714.15943 hartree
LUMO level ... -4.4042 eV
Total charge ... +1

Structure (XYZ):
```
25
C6H4BrF5NaO6S2 (wB97M-V/def2-TZVPD)
Br 2.92308 -0.31414 -0.91411
S 0.47192 -0.35637 2.47613
S -0.59449 0.01523 -1.35173
Na -1.08620 3.93867 -2.70462
F -0.21246 3.99227 -0.56668
F -1.93845 1.78181 0.11581
F 1.23565 2.50399 -1.16743
F 0.44095 2.51449 0.84952
F -1.67403 2.31543 -1.94409
O -0.06867 0.70206 3.22337
O 0.21704 0.05377 -2.52575
O -0.54154 -0.58893 1.22043
O 1.70143 0.11227 1.53729
O -1.87230 -0.56679 -1.60651
O 0.80181 -1.56822 3.10932
C -0.75284 -3.22509 0.44355
C 0.17078 2.66692 -0.41582
C -1.04379 1.76114 -0.83719
C 1.62521 -0.78193 0.41933
C -0.10933 -2.37816 -0.35071
C 0.14677 -0.95689 0.04746
H 1.98670 -1.73496 0.78927
H -0.53611 -4.27464 0.33582
H -1.50602 -2.90664 1.14554
H 0.21489 -2.70531 -1.32819
```

Löwdin population analysis, charges in e, atoms 1 to 8: 0.906, 0.636, 0.772, 0.845, 0.118, 0.199, 0.189, 0.239